# 1
# C36H29Br2N6O3Sn

C36H29Br2N6O3Sn as an isolated structure in a non-equilibrium geometry (ωB97M-V/def2-TZVPD, the Open Molecules 2025 dataset).

## Properties
E_LUMO   -3.11 eV
Strongest force on any atom   0.0240 Eh/bohr
Spin multiplicity   1
HOMO   -10.32 eV
Charge   +1
Energy   -198797.3216 eV
Gap between HOMO and LUMO   7.203 eV
Energy above the lowest of the compared OMol25 structures with the same formula, charge and spin   49.68 kJ/mol

Atoms and positions in Å:
Sn: -1.49 0.08 -0.81
O: 2.15 -0.94 3.61
C: 0.94 -1.45 3.97
C: 0.74 -1.79 5.30
C: -0.48 -2.30 5.72
C: -1.50 -2.51 4.80
C: -1.31 -2.14 3.48
C: -0.11 -1.61 3.06
C: -0.01 -1.03 1.67
O: -1.16 -1.12 0.98
N: 1.12 -1.61 0.90
N: 1.00 -1.46 -0.42
C: 1.74 -2.14 -1.21
C: 1.57 -2.15 -2.63
Br: -0.22 -1.75 -3.24
C: 2.48 -2.55 -3.54
C: 3.87 -2.87 -3.25
C: 4.49 -3.88 -4.00
C: 5.81 -4.22 -3.76
C: 6.54 -3.54 -2.80
C: 5.94 -2.52 -2.07
C: 4.62 -2.19 -2.28
H: 2.20 -0.85 2.65
H: 1.54 -1.64 6.00
H: -0.63 -2.55 6.76
H: -2.44 -2.93 5.12
H: -2.09 -2.25 2.75
H: 0.29 0.03 1.81
H: 1.41 -2.54 1.20
H: 2.52 -2.81 -0.82
H: 2.16 -2.68 -4.56
H: 3.92 -4.40 -4.74
H: 6.27 -5.01 -4.34
H: 7.58 -3.79 -2.63
H: 6.52 -1.98 -1.33
H: 4.17 -1.38 -1.73
C: -4.05 0.69 3.07
C: -3.11 1.16 3.98
C: -1.91 1.65 3.51
C: -1.68 1.67 2.14
N: -2.57 1.20 1.27
C: -3.72 0.72 1.73
C: -0.41 2.16 1.56
C: 0.50 2.87 2.34
C: 1.72 3.23 1.79
C: 1.97 2.91 0.47
C: 0.99 2.25 -0.27
N: -0.17 1.88 0.28
C: 1.17 2.00 -1.72
C: 2.38 2.23 -2.37
C: 2.44 2.12 -3.75
C: 1.28 1.81 -4.44
C: 0.13 1.55 -3.71
N: 0.08 1.62 -2.39
H: -5.00 0.30 3.40
H: -3.31 1.14 5.05
H: -1.17 1.99 4.21
H: -4.40 0.33 0.98
H: 0.28 3.14 3.36
H: 2.46 3.75 2.38
H: 2.91 3.19 0.02
H: 3.27 2.48 -1.82
H: 3.37 2.30 -4.26
H: 1.27 1.76 -5.52
H: -0.79 1.28 -4.20
O: -7.62 2.23 -1.11
C: -6.30 2.17 -1.27
C: -5.39 2.96 -0.55
C: -4.04 2.77 -0.75
N: -3.54 1.88 -1.60
C: -4.41 1.20 -2.33
Br: -3.64 0.03 -3.61
C: -5.78 1.27 -2.21
H: -7.87 2.89 -0.45
H: -5.75 3.69 0.16
H: -3.30 3.34 -0.20
H: -6.44 0.66 -2.80

These are the Mulliken partial charges, in e, on atoms 1 to 4:
1. Sn 1.2564
2. O -0.7231
3. C 0.4553
4. C -0.7025

=====

# 2
# C36H29BrClINPPd

C36H29BrClINPPd as an isolated structure (ωB97M-V/def2-TZVPD, the Open Molecules 2025 dataset).

## Properties
⟨S²⟩   2.027
E_LUMO (alpha / beta)   0.41 / -0.97 eV
Strongest force on any atom   0.0096 Eh/bohr
Spin multiplicity   3
HOMO (alpha / beta)   -6.97 / -7.76 eV
Charge   0
Energy   -142725.3237 eV
Gap between HOMO and LUMO (alpha / beta)   7.375 / 6.785 eV
Energy above the lowest of the compared OMol25 structures with the same formula, charge and spin   0.00 kJ/mol

Atoms and positions in Å:
Pd: -0.29 0.87 1.03
I: -1.66 3.79 5.79
C: -1.42 2.00 4.79
C: -0.55 1.02 5.26
C: -0.43 -0.15 4.54
C: -1.18 -0.30 3.38
N: -2.01 0.63 2.93
C: -2.13 1.76 3.62
H: 0.03 1.18 6.16
H: 0.25 -0.94 4.85
H: -1.13 -1.23 2.81
H: -2.79 2.51 3.21
C: -3.89 -3.80 0.31
C: -2.68 -4.33 -0.12
C: -1.61 -3.49 -0.38
C: -1.74 -2.11 -0.21
C: -2.95 -1.60 0.25
C: -4.02 -2.44 0.50
P: -0.41 -0.91 -0.53
C: -0.61 -0.49 -2.29
C: -0.49 0.83 -2.70
C: -0.59 1.16 -4.05
C: -0.82 0.17 -4.98
C: -0.95 -1.16 -4.58
C: -0.85 -1.48 -3.24
C: 1.11 -1.92 -0.51
C: 2.03 -1.90 -1.55
C: 3.21 -2.63 -1.46
C: 3.48 -3.39 -0.33
C: 2.57 -3.40 0.72
C: 1.40 -2.67 0.63
H: -4.72 -4.46 0.52
H: -2.57 -5.40 -0.26
H: -0.67 -3.90 -0.72
H: -3.05 -0.53 0.43
H: -4.96 -2.02 0.85
H: -0.33 1.61 -1.96
H: -0.51 2.19 -4.36
H: -0.90 0.42 -6.03
H: -1.13 -1.94 -5.31
H: -0.95 -2.51 -2.93
H: 1.84 -1.31 -2.44
H: 3.92 -2.59 -2.28
H: 4.40 -3.96 -0.27
H: 2.77 -3.99 1.61
H: 0.70 -2.70 1.46
Br: -3.31 6.56 -1.02
C: -2.43 4.96 -0.52
C: -1.06 4.95 -0.36
C: -0.43 3.77 0.00
C: -1.13 2.58 0.21
C: -2.52 2.64 0.03
C: -3.18 3.80 -0.33
H: -0.49 5.86 -0.50
H: 0.65 3.79 0.13
H: -3.12 1.74 0.18
H: -4.25 3.81 -0.46
Cl: 5.82 0.04 -2.55
C: 4.68 0.42 -1.30
C: 3.63 1.29 -1.57
C: 2.71 1.56 -0.58
C: 2.82 0.98 0.69
C: 1.84 1.20 1.73
C: 3.89 0.11 0.93
C: 4.82 -0.17 -0.05
H: 3.54 1.74 -2.55
H: 1.87 2.22 -0.79
H: 2.01 0.72 2.68
H: 1.28 2.14 1.78
H: 3.99 -0.37 1.90
H: 5.64 -0.85 0.13

These are the Mulliken partial charges, in e, on atoms 1 to 4:
1. Pd -0.1904
2. I 0.1294
3. C -0.1602
4. C -0.1806

=====

# 3
# C36H29BrClINPPd

C36H29BrClINPPd as an isolated structure in a non-equilibrium geometry (ωB97M-V/def2-TZVPD, the Open Molecules 2025 dataset).

## Properties
⟨S²⟩   2.030
E_LUMO (alpha / beta)   0.08 / -1.03 eV
Strongest force on any atom   0.0199 Eh/bohr
Spin multiplicity   3
HOMO (alpha / beta)   -6.08 / -7.87 eV
Charge   0
Energy   -142724.8502 eV
Gap between HOMO and LUMO (alpha / beta)   6.156 / 6.841 eV
Energy above the lowest of the compared OMol25 structures with the same formula, charge and spin   45.69 kJ/mol

Atoms and positions in Å:
Pd: 0.67 0.14 -0.91
I: 3.99 5.16 -1.74
C: 3.91 3.19 -1.01
C: 4.91 2.71 -0.19
C: 4.81 1.40 0.25
C: 3.73 0.64 -0.15
N: 2.77 1.11 -0.95
C: 2.86 2.37 -1.37
H: 5.75 3.33 0.10
H: 5.57 0.97 0.90
H: 3.63 -0.40 0.15
H: 2.06 2.71 -2.02
C: -4.16 3.47 3.04
C: -2.86 3.29 3.46
C: -1.99 2.49 2.73
C: -2.42 1.86 1.57
C: -3.73 2.06 1.14
C: -4.60 2.85 1.87
P: -1.35 0.85 0.46
C: 0.10 0.50 1.54
C: 0.96 1.59 1.81
C: 2.05 1.43 2.64
C: 2.35 0.18 3.17
C: 1.54 -0.90 2.88
C: 0.42 -0.75 2.07
C: -2.30 -0.71 0.47
C: -3.00 -1.16 1.59
C: -3.74 -2.33 1.53
C: -3.80 -3.05 0.34
C: -3.12 -2.60 -0.78
C: -2.36 -1.44 -0.71
H: -4.84 4.09 3.61
H: -2.51 3.76 4.37
H: -0.97 2.34 3.09
H: -4.08 1.58 0.24
H: -5.62 2.99 1.54
H: 0.72 2.56 1.40
H: 2.68 2.28 2.87
H: 3.21 0.06 3.82
H: 1.77 -1.88 3.29
H: -0.23 -1.60 1.88
H: -2.98 -0.58 2.51
H: -4.27 -2.68 2.40
H: -4.39 -3.96 0.29
H: -3.19 -3.15 -1.71
H: -1.83 -1.07 -1.59
Br: -0.96 2.08 -7.23
C: -0.49 1.60 -5.44
C: 0.77 1.08 -5.19
C: 1.10 0.73 -3.88
C: 0.20 0.89 -2.83
C: -1.05 1.43 -3.12
C: -1.41 1.78 -4.42
H: 1.48 0.95 -5.99
H: 2.09 0.32 -3.70
H: -1.78 1.60 -2.34
H: -2.39 2.19 -4.63
Cl: 0.56 -6.21 2.14
C: 0.83 -4.92 1.02
C: 1.91 -4.07 1.20
C: 2.13 -3.04 0.30
C: 1.29 -2.83 -0.81
C: 1.53 -1.81 -1.77
C: 0.21 -3.74 -0.97
C: -0.02 -4.76 -0.07
H: 2.58 -4.23 2.04
H: 2.99 -2.39 0.43
H: 0.98 -1.88 -2.70
H: 2.56 -1.47 -1.88
H: -0.42 -3.62 -1.84
H: -0.84 -5.44 -0.21

These are the Mulliken partial charges, in e, on atoms 1 to 4:
1. Pd -0.4882
2. I 0.0974
3. C -0.4058
4. C -0.3022